Computed, not measured: a structure of composition C14H23N2O3RuSe2Te2 at a distorted geometry, with wB97M-V/def2-TZVPD.

Geometry (Å):
Ru: -1.62147 1.14785 0.53165
C: -0.11235 -0.82102 4.93454
O: -0.91630 -1.54306 3.98187
C: -1.27341 -0.87569 2.90257
O: -0.96601 0.27994 2.66033
N: -2.03404 -1.64592 2.08624
N: -2.57440 -1.09700 0.92613
H: 0.10458 -1.52589 5.72908
H: -0.66752 0.02845 5.32568
H: 0.80793 -0.48196 4.46571
H: -2.30934 -2.56179 2.40380
H: -3.57953 -0.98628 1.01586
H: -2.38651 -1.70716 0.14147
Se: -3.72671 1.80003 1.46929
Te: -4.19065 4.23925 1.46612
Te: -2.88810 4.76165 -0.84411
Se: -0.96088 3.26162 -0.47610
C: 2.05071 1.68773 1.35604
C: 2.61947 0.43936 0.67831
C: 2.30686 -0.82479 1.49375
C: 2.22802 0.22109 -0.76796
C: 3.24736 -0.02760 -1.65902
C: 3.00267 -0.35256 -2.98900
C: 1.69479 -0.43113 -3.46043
C: 0.61836 -0.19505 -2.64025
C: -0.76542 -0.41212 -3.22358
C: -1.76483 0.72984 -3.01634
C: -1.33199 -1.74792 -2.72074
C: 0.86067 0.14157 -1.24993
O: -0.13851 0.26851 -0.45380
H: 2.67282 1.95110 2.21170
H: 1.04635 1.51665 1.72923
H: 2.03918 2.53924 0.67441
H: 3.70461 0.56011 0.66650
H: 1.23362 -1.00992 1.50053
H: 2.64792 -0.69305 2.52163
H: 2.80891 -1.69773 1.07418
H: 4.26922 0.01967 -1.30382
H: 3.82975 -0.56363 -3.65374
H: 1.51702 -0.69919 -4.49443
H: -0.61950 -0.50390 -4.30146
H: -2.21299 0.69549 -2.02378
H: -2.57595 0.64203 -3.73982
H: -1.28985 1.70090 -3.15005
H: -1.36360 -1.73813 -1.63235
H: -0.70316 -2.58167 -3.03404
H: -2.33781 -1.90790 -3.11184

Output
* M: 781.54 g mol⁻¹
* charge: +1
* total energy: -6316.070661 Eh
* HOMO energy (alpha / beta): -0.3778 / -0.3875 hartree
* Kohn-Sham gap (alpha / beta): 6.762 / 5.160 eV
* energy above the lowest of the compared OMol25 structures with the same formula, charge and spin: 6.70 kcal per mole
* 2S+1: 5

Here are the Mulliken charges for atoms 1 to 5, given in e: Ru 0.466; C -0.584; O -0.444; C 0.832; O -0.611